Formula: C28H28ClN5O7W
Source: OMol25
Level of theory: ωB97M-V/def2-TZVPD

The relative energy (zero: lowest compared OMol25 entry of this formula, charge and spin) comes out at 85.5 kcal per mole. As for the strongest force on any atom: 0.0972 Eh/bohr. The calculation puts the highest occupied orbital energy (alpha / beta) at -7.0 / -7.5 eV.

Structure (ORCA input):
```
! wB97M-V def2-TZVPD RIJCOSX def2/J DEFGRID3
* xyz 0 3
W -15.316 4.834 -6.691
C -15.900 1.456 -8.952
C -14.865 3.735 -9.756
N -14.300 4.122 -8.395
C -13.105 4.751 -8.655
C -12.947 5.026 -10.003
N -13.930 4.428 -10.667
C -11.856 5.835 -10.693
O -10.918 6.568 -10.027
O -11.953 5.746 -11.900
C -12.497 5.266 -7.432
O -11.441 5.870 -7.364
O -13.364 4.936 -6.467
H -15.402 1.528 -8.024
H -15.979 0.369 -9.235
H -16.934 1.887 -8.859
H -13.955 4.538 -11.690
H -10.973 6.414 -9.022
C -17.814 6.674 -12.577
C -17.205 6.413 -11.194
C -16.766 4.944 -11.056
C -17.023 4.007 -12.062
C -16.471 2.722 -12.195
C -15.784 1.948 -11.284
C -15.063 2.251 -10.031
C -13.725 1.556 -10.102
C -12.685 1.784 -11.186
C -16.201 4.522 -9.821
N -16.567 5.045 -8.587
C -17.863 5.070 -8.127
C -18.117 4.294 -6.930
C -19.325 4.040 -6.253
C -18.980 3.257 -5.083
C -17.605 2.976 -5.195
N -17.019 3.731 -6.217
H -17.949 7.761 -12.734
H -18.842 6.251 -12.628
H -17.227 6.274 -13.433
H -17.843 6.613 -10.271
H -16.270 7.045 -11.037
H -17.859 4.302 -12.665
H -16.544 2.230 -13.151
H -15.716 0.868 -11.529
H -13.988 0.457 -10.157
H -13.192 1.710 -9.110
H -12.255 2.800 -11.290
H -13.053 1.586 -12.224
H -11.919 1.045 -11.025
H -18.685 5.469 -8.803
H -20.251 4.376 -6.569
H -19.627 2.975 -4.251
H -16.912 2.486 -4.506
Cl -13.927 -1.180 -3.397
C -13.888 0.529 -3.534
C -13.297 1.060 -4.690
C -13.504 2.369 -5.004
C -14.412 3.160 -4.206
C -14.863 4.542 -4.505
C -14.925 2.605 -3.024
C -14.680 1.275 -2.720
H -12.737 0.417 -5.334
H -12.920 2.810 -5.843
H -14.030 5.206 -4.271
H -15.740 4.896 -3.891
H -15.597 3.232 -2.418
H -15.091 0.710 -1.884
O -15.094 10.256 -15.188
N -15.366 10.162 -13.975
O -14.931 9.303 -13.169
O -15.978 6.406 -6.412
*
```